Run a
The following is a quantum chemistry calculation of an isolated molecule of C3H9N3, from OMol25.

Last column: Löwdin charge in e.
Cartesian coordinates (Å):
C (-0.775, 0.307, 1.706)  -0.0877
C (-0.460, 0.961, -2.094)  -0.1638
C (1.130, -1.220, 0.205)  -0.0081
N (-0.578, 0.483, 0.259)  -0.0540
N (0.379, -0.112, -1.676)  -0.0282
N (0.298, -0.168, -0.390)  -0.3115
H (-1.698, 0.716, 1.854)  0.0339
H (-0.812, -0.777, 1.918)  0.0746
H (0.029, 0.998, 2.049)  0.1023
H (-0.698, 0.761, -3.159)  0.0788
H (-1.381, 0.746, -1.592)  0.0547
H (-0.011, 1.902, -1.954)  0.0633
H (2.122, -0.963, 0.525)  0.0793
H (0.716, -1.498, 1.173)  0.0535
H (1.270, -2.105, -0.485)  0.1126

The charge is 0. The LUMO energy comes out at 0.93 eV. The calculation puts the HOMO energy at -0.295 hartree.

=====

Run b
The following is a quantum chemistry calculation of an isolated molecule of C3H9N3, from OMol25.

Last column: Löwdin charge in e.
Cartesian coordinates (Å):
C (-0.615, -0.876, 2.595)  -0.1266
N (-0.187, -0.722, 1.243)  -0.1003
N (-0.300, 0.391, 0.692)  0.0452
N (0.197, 0.391, -0.720)  -0.2666
C (0.714, -0.826, -1.312)  -0.1020
C (0.840, 1.630, -1.020)  -0.1271
H (-1.747, -1.090, 2.635)  0.1044
H (-0.397, 0.059, 3.034)  0.0509
H (-0.196, -1.792, 2.996)  0.0657
H (1.557, -1.285, -0.650)  0.1060
H (-0.058, -1.545, -1.572)  0.0739
H (1.206, -0.438, -2.144)  0.0458
H (1.847, 1.535, -0.957)  0.0242
H (0.708, 2.022, -2.036)  0.0804
H (0.566, 2.383, -0.138)  0.1261

The charge is 0. Its structure (SMILES) is C/N=N/N(C)C. The LUMO energy comes out at 1.12 eV. The calculation puts the HOMO energy at -0.314 hartree.

=====

Among the structures shown above, run b is the most stable, with the second-best lying 0.819 eV higher.